(1)
Entry from OMol25: a structure of composition C3HF2O2S in a non-equilibrium geometry (ωB97M-V with the def2-TZVPD basis set).

CARTESIAN COORDINATES (ANGSTROEM)
C1 1.66 -0.57 0.26
C2 2.55 -1.07 0.86
C3 -0.57 -0.59 -0.60
O1 -1.24 1.26 1.66
O2 -0.21 2.37 -0.25
F1 -1.38 -1.63 -0.10
F2 -0.23 -0.88 -1.86
S1 -1.29 1.48 0.22
H1 0.72 -0.36 -0.20

Output
ΔE to the lowest compared entry with this formula, charge and spin in kcal per mole: 123.07
Gap between HOMO and LUMO (alpha / beta) in eV: 6.76 / 6.75
Net charge: -1
Spin multiplicity: 1

(2)
Entry from OMol25: a cluster of 7 separate species, C20H57N3O10 in total in a non-equilibrium geometry (ωB97M-V with the def2-TZVPD basis set).

CARTESIAN COORDINATES (ANGSTROEM)
C1 15.01 10.71 8.47
O1 13.64 10.90 8.63
C2 13.29 11.30 9.95
C3 11.88 11.90 10.13
N1 11.65 12.98 9.19
C4 10.31 13.50 9.35
C5 9.92 14.60 8.36
O2 9.94 13.99 7.01
C6 10.04 14.94 6.03
H1 15.20 10.23 7.48
H2 15.46 9.98 9.16
H3 15.53 11.69 8.60
H4 13.96 12.10 10.28
H5 13.31 10.35 10.49
H6 11.76 12.37 11.12
H7 11.19 11.11 9.89
H8 11.67 12.62 8.24
H9 10.24 13.93 10.35
H10 9.54 12.71 9.24
H11 10.63 15.47 8.44
H12 8.95 15.03 8.55
H13 10.96 15.54 6.05
H14 9.17 15.67 6.10
H15 9.88 14.45 5.09
C7 11.39 22.89 11.83
O3 11.35 21.62 11.25
C8 12.39 20.79 11.62
C9 12.44 19.67 10.65
N2 12.79 20.02 9.31
C10 14.24 20.21 9.23
C11 14.67 20.73 7.82
O4 13.89 21.94 7.75
C12 13.62 22.35 6.41
H16 11.48 22.88 12.94
H17 10.41 23.24 11.69
H18 12.14 23.57 11.44
H19 12.18 20.42 12.64
H20 13.34 21.36 11.72
H21 11.49 19.15 10.72
H22 13.13 18.86 11.00
H23 12.34 20.94 9.19
H24 14.72 19.28 9.44
H25 14.68 20.95 9.95
H26 14.46 20.05 7.02
H27 15.75 20.80 7.93
H28 14.55 22.45 5.90
H29 13.22 23.34 6.46
H30 12.95 21.67 5.86
C13 6.62 16.48 14.27
O5 6.09 16.49 12.95
C14 6.96 17.01 11.95
C15 6.87 18.57 11.86
N3 7.58 18.94 10.68
C16 7.64 20.40 10.51
C17 8.45 20.80 9.24
O6 7.89 20.23 8.08
C18 6.78 21.03 7.61
H31 7.11 17.50 14.45
H32 7.37 15.69 14.48
H33 5.79 16.30 14.87
H34 6.52 16.66 11.05
H35 8.00 16.73 12.05
H36 7.32 19.13 12.77
H37 5.86 18.91 11.81
H38 7.12 18.52 9.89
H39 8.24 20.88 11.27
H40 6.69 20.91 10.51
H41 9.40 20.29 9.29
H42 8.47 21.90 9.21
H43 6.47 20.44 6.74
H44 7.11 21.96 7.17
H45 5.99 21.22 8.33
C19 13.03 15.83 10.16
C20 14.09 14.85 10.50
O7 13.72 14.12 11.67
H46 12.11 15.29 9.85
H47 13.39 16.45 9.33
H48 12.79 16.45 11.06
H49 15.08 15.38 10.62
H50 14.20 14.11 9.62
H51 14.43 13.60 12.00
O8 9.82 17.17 10.52
H52 9.24 17.96 10.62
H53 10.42 17.42 9.85
O9 11.20 17.71 8.13
H54 11.65 18.46 8.54
H55 10.98 18.00 7.21
O10 9.39 18.87 5.90
H56 9.25 18.11 6.47
H57 9.21 19.62 6.48

Output
ΔE to the lowest compared entry with this formula, charge and spin in kcal per mole: 0.00
SMILES: COCCNCCOC.COCCNCCOC.COCCNCCOC.CCO.O.O.O
Gap between HOMO and LUMO in eV: 8.95
Spin multiplicity: 1

(3)
Entry from OMol25: the ion CClN4 with charge -1 in a non-equilibrium geometry (ωB97M-V with the def2-TZVPD basis set).

CARTESIAN COORDINATES (ANGSTROEM)
C1 0.89 -0.06 0.00
N1 -0.95 -1.36 0.00
N2 0.20 0.99 0.00
N3 -1.57 -0.34 0.00
N4 -1.16 0.89 0.00
Cl1 2.59 -0.13 0.00

Output
ΔE to the lowest compared entry with this formula, charge and spin in kcal per mole: 77.64
Gap between HOMO and LUMO in eV: 7.21
Net charge: -1
Spin multiplicity: 1